Entry w
Density functional theory data (ωB97M-V/def2-TZVPD) for one molecule with the formula C4H10N2S.

Geometry as XYZ:
```
17
C4H10N2S ωB97M-V/def2-TZVPD
C -1.1033 0.9939 -1.2718
C -0.0225 -1.7445 -0.1867
C 0.2299 0.8115 -0.5832
C -0.0082 -0.2996 0.4418
N -1.2084 0.9201 -2.5117
N 0.9908 -0.2472 1.4896
S 1.1960 1.2098 2.5020
H -2.0387 0.8702 -0.5977
H 0.5125 -1.6221 -1.1614
H 0.4187 -2.3839 0.5156
H -0.9983 -2.0232 -0.3154
H 1.0206 0.6083 -1.1968
H 0.5699 1.6394 0.0597
H -0.9068 0.0215 0.9400
H -2.1330 1.0831 -2.8497
H 0.9043 -0.9763 2.1984
H 2.5766 1.1391 2.5273
```

Calculated values
LUMO energy ... 0.8383 eV
Total charge ... 0
Orbital gap ... 9.69 eV

The net atomic charges from Löwdin, expressed in e, are: number 1, C, carries -0.252; number 2, C, carries 0.000; number 3, C, carries -0.173; number 4, C, carries -0.487; number 5, N, carries 0.095; number 6, N, carries -0.415; number 7, S, carries 0.689; number 8, H, carries 0.140; number 9, H, carries 0.104; number 10, H, carries 0.050; number 11, H, carries 0.041; number 12, H, carries 0.083; number 13, H, carries 0.071; number 14, H, carries 0.102; number 15, H, carries 0.036; number 16, H, carries 0.047; number 17, H, carries -0.130

Entry x
Density functional theory data (ωB97M-V/def2-TZVPD) for one molecule with the formula C4H10N2S.

Geometry as XYZ:
```
17
C4H10N2S ωB97M-V/def2-TZVPD
C -2.4314 0.1607 0.7311
C -0.3495 -1.7807 -0.2998
C 0.6779 0.3875 -0.1187
C 0.4571 1.8715 -0.2447
H -1.9894 0.7630 1.5461
H -2.5526 -0.8780 1.1240
H -3.4272 0.5935 0.4908
H -2.1347 -0.0459 -1.3276
H 0.3318 -2.0849 -1.0855
H -1.3437 -2.2234 -0.3688
H 0.0756 -2.1110 0.6529
H -0.1251 2.0617 -1.1237
H -0.0757 2.3102 0.6163
H 1.3840 2.4584 -0.2468
N -1.6279 0.2987 -0.4731
N -0.4308 -0.3262 -0.2813
S 2.1340 -0.2803 0.2872
```

Calculated values
LUMO energy ... 0.7222 eV
Total charge ... 0
Orbital gap ... 8.71 eV

The net atomic charges from Löwdin, expressed in e, are: number 1, C, carries -0.100; number 2, C, carries -0.080; number 3, C, carries -0.839; number 4, C, carries -0.109; number 5, H, carries 0.086; number 6, H, carries 0.082; number 7, H, carries 0.091; number 8, H, carries 0.154; number 9, H, carries 0.076; number 10, H, carries 0.085; number 11, H, carries 0.068; number 12, H, carries 0.064; number 13, H, carries 0.084; number 14, H, carries 0.071; number 15, N, carries -0.103; number 16, N, carries -0.264; number 17, S, carries 0.634

Quick look at relative energies in kJ/mol: entry w 69.4; entry x 0.0.